C81H104F12N19O24S12 | wB97M-V/def2-TZVPD

Each line ends with the Löwdin charge.
CARTESIAN COORDINATES (ANGSTROEM)
C (-6.88684, 2.59181, 4.29234)  -0.07
C (-5.60422, 1.80830, 4.78146)  -0.23
C (-5.31042, 1.87181, 6.32400)  -0.13
C (-4.79667, 3.32501, 6.74673)  -0.09
N (-4.74513, 3.66787, 8.24086)  -0.26
C (-4.13959, 5.02914, 8.42679)  -0.11
C (-4.66832, 5.53541, 9.75418)  -0.14
C (-5.85908, 4.71292, 10.11477)  -0.13
C (-6.15105, 3.81305, 8.86720)  -0.05
C (-3.92821, 2.56869, 8.96972)  0.06
H (-6.96568, 3.58642, 4.73123)  0.06
H (-7.81337, 2.13016, 4.63370)  0.08
H (-7.02951, 2.76327, 3.22540)  0.05
H (-4.71958, 2.06750, 4.19981)  0.06
H (-5.74230, 0.73969, 4.61681)  0.10
H (-4.51645, 1.15576, 6.53608)  0.09
H (-6.21856, 1.61538, 6.86956)  0.12
H (-5.48185, 4.10784, 6.42144)  0.11
H (-3.79174, 3.49683, 6.36113)  0.10
H (-3.06517, 5.00633, 8.24462)  0.15
H (-4.52384, 5.63078, 7.60309)  0.12
H (-3.94218, 5.55930, 10.56673)  0.13
H (-4.95401, 6.55735, 9.50491)  0.13
H (-5.80340, 3.94387, 10.88521)  0.12
H (-6.72484, 5.24114, 10.51421)  0.13
H (-6.51322, 2.80096, 9.04775)  0.13
H (-6.81054, 4.30500, 8.15225)  0.13
H (-4.53193, 1.66772, 8.86076)  0.10
H (-3.81745, 2.73153, 10.04178)  0.13
H (-3.01906, 2.36196, 8.40507)  0.07
C (3.07818, 0.92818, 3.93093)  0.07
N (3.05656, -0.36594, 3.19312)  -0.05
C (4.14156, -0.70884, 2.38155)  0.07
C (4.07367, -1.96652, 1.69470)  0.04
C (2.94118, -2.79984, 1.74984)  -0.14
C (1.92265, -2.39032, 2.62534)  0.08
C (1.97890, -1.19309, 3.39680)  0.07
C (2.95185, -4.12398, 1.09977)  -0.10
C (4.12740, -4.84128, 0.83223)  0.04
C (4.17177, -6.07620, 0.11142)  0.02
N (2.96926, -6.59126, -0.21612)  -0.06
C (1.78621, -5.93649, -0.00947)  0.02
C (1.76647, -4.69710, 0.56444)  0.05
C (2.86902, -8.03197, -0.65438)  0.06
H (2.03842, 1.18090, 4.13863)  0.10
H (3.58785, 1.62078, 3.26113)  0.11
H (3.57884, 0.72141, 4.87681)  0.13
H (4.98609, -0.06121, 2.19787)  0.14
H (4.84236, -2.35730, 1.04445)  0.10
H (1.03701, -3.00410, 2.69813)  0.11
H (1.18875, -0.85204, 4.04929)  0.13
H (5.01181, -4.42761, 1.29387)  0.12
H (5.02080, -6.74280, 0.07706)  0.13
H (0.91725, -6.42626, -0.42352)  0.11
H (0.82834, -4.19958, 0.76136)  0.11
H (2.37803, -8.59543, 0.13906)  0.13
H (3.86272, -8.39948, -0.91050)  0.10
H (2.25776, -8.11577, -1.55296)  0.09
C (5.83184, -3.57442, -2.97015)  0.00
N (6.69412, -4.68933, -2.61167)  -0.07
C (7.14324, -5.54484, -3.62688)  0.06
C (7.98128, -6.64837, -3.38223)  0.08
C (8.43034, -6.80325, -2.05413)  -0.11
C (8.02776, -5.92407, -1.09094)  0.04
C (7.11825, -4.90214, -1.37211)  0.00
C (9.43659, -7.90053, -1.68123)  -0.13
C (10.58935, -8.01854, -2.46092)  0.05
C (11.51551, -8.91115, -2.04988)  0.02
N (11.46088, -9.67515, -0.94441)  -0.06
C (10.29690, -9.53515, -0.10365)  0.11
C (9.30526, -8.63664, -0.51408)  0.03
C (12.44668, -10.71201, -0.59702)  0.07
H (5.12813, -3.25880, -2.19990)  0.07
H (5.20912, -3.79978, -3.83590)  0.10
H (6.48517, -2.74825, -3.25069)  0.11
H (6.74710, -5.31993, -4.60611)  0.14
H (8.28063, -7.28782, -4.19948)  0.14
H (8.35514, -5.96926, -0.06275)  0.15
H (6.81144, -4.14328, -0.66757)  0.15
H (10.66758, -7.34982, -3.30537)  0.14
H (12.41114, -9.17645, -2.59196)  0.16
H (10.16281, -10.15180, 0.77280)  0.16
H (8.34515, -8.49965, -0.03887)  0.13
H (12.85486, -10.35512, 0.34856)  0.13
H (13.22643, -10.72390, -1.35857)  0.12
H (11.81212, -11.59821, -0.58822)  0.13
C (2.17841, 2.46348, -4.66889)  0.05
N (1.87836, 1.14438, -5.23940)  -0.04
C (2.87626, 0.23349, -5.26076)  0.04
C (2.61820, -1.05343, -5.72173)  0.04
C (1.35690, -1.40524, -6.21591)  -0.13
C (0.40229, -0.38254, -6.21247)  0.04
C (0.63883, 0.89483, -5.76630)  0.05
C (1.12755, -2.76465, -6.79359)  -0.12
C (0.37454, -2.89782, -8.00277)  0.09
C (0.30553, -4.17660, -8.65178)  0.04
N (0.97103, -5.20922, -8.14455)  -0.07
C (1.65647, -5.07955, -6.96405)  0.03
C (1.72296, -3.90053, -6.21226)  0.03
C (0.93521, -6.54537, -8.83414)  0.08
H (1.45152, 2.61924, -3.87173)  0.08
H (2.15419, 3.18781, -5.48306)  0.13
H (3.15311, 2.50534, -4.18277)  0.09
H (3.81514, 0.43317, -4.76575)  0.12
H (3.37183, -1.82681, -5.70390)  0.12
H (-0.60854, -0.51709, -6.56815)  0.13
H (-0.08705, 1.69360, -5.72810)  0.13
H (-0.22858, -2.15813, -8.50825)  0.14
H (-0.19083, -4.33292, -9.59814)  0.16
H (2.29647, -5.90838, -6.69979)  0.15
H (2.38108, -3.90041, -5.35594)  0.11
H (0.71213, -6.29051, -9.87018)  0.11
H (0.12778, -7.11120, -8.36937)  0.12
H (1.88905, -7.06878, -8.76834)  0.12
C (1.51065, -2.57683, -2.36662)  0.04
N (1.00316, -1.57381, -1.40156)  -0.06
C (-0.10500, -1.95129, -0.70729)  0.03
C (-0.68804, -1.08353, 0.27619)  0.09
C (-0.11480, 0.20860, 0.43061)  -0.09
C (1.07226, 0.50878, -0.31086)  0.05
C (1.56083, -0.39721, -1.22784)  -0.02
C (-0.70675, 1.09935, 1.44609)  -0.12
C (-0.69304, 2.50115, 1.29584)  0.02
C (-1.03473, 3.35995, 2.26856)  0.03
N (-1.36535, 2.81223, 3.48263)  -0.01
C (-1.41790, 1.46907, 3.67892)  0.04
C (-1.19930, 0.58347, 2.64762)  0.04
C (-1.86009, 3.67933, 4.56469)  0.03
H (2.59825, -2.50466, -2.36253)  0.09
H (1.03252, -2.38349, -3.32688)  0.10
H (1.26702, -3.59009, -2.04715)  0.07
H (-0.63066, -2.86678, -0.93523)  0.11
H (-1.55570, -1.49650, 0.76916)  0.10
H (1.58549, 1.45094, -0.18709)  0.10
H (2.46263, -0.26369, -1.80691)  0.12
H (-0.42548, 2.89054, 0.32466)  0.11
H (-1.04165, 4.43577, 2.17386)  0.12
H (-1.71942, 1.05324, 4.62895)  0.12
H (-1.21531, -0.47841, 2.84401)  0.09
H (-1.24500, 4.57423, 4.65921)  0.11
H (-1.83911, 3.08351, 5.47719)  0.09
H (-2.82531, 4.09320, 4.27287)  0.07
C (-0.83140, 13.33212, -5.23298)  0.06
N (-0.96172, 12.22978, -4.25203)  -0.08
C (-0.39548, 11.00406, -4.47251)  0.05
C (-0.89406, 9.87683, -3.80393)  0.06
C (-1.78681, 10.02994, -2.72393)  -0.11
C (-2.10992, 11.32717, -2.39035)  0.04
C (-1.78712, 12.39740, -3.16532)  0.06
C (-2.36155, 8.83545, -2.01675)  -0.11
C (-2.67126, 7.64565, -2.69381)  0.04
C (-3.26038, 6.55383, -2.11280)  0.02
N (-3.46364, 6.59851, -0.77537)  -0.05
C (-3.23187, 7.75589, -0.08804)  0.06
C (-2.68843, 8.91395, -0.68916)  0.08
C (-3.67786, 5.33778, -0.02444)  0.03
H (-1.18615, 12.94310, -6.18739)  0.12
H (0.23754, 13.41552, -5.42923)  0.12
H (-1.34069, 14.19318, -4.80020)  0.12
H (0.18589, 11.03137, -5.38226)  0.15
H (-0.64496, 8.90052, -4.19272)  0.12
H (-2.68253, 11.51286, -1.49367)  0.14
H (-2.11199, 13.42322, -3.07292)  0.16
H (-2.39909, 7.61361, -3.73847)  0.13
H (-3.36361, 5.62144, -2.64796)  0.14
H (-3.30396, 7.69554, 0.98786)  0.10
H (-2.52492, 9.79025, -0.07942)  0.14
H (-2.72558, 5.21806, 0.49222)  0.08
H (-3.96825, 4.55608, -0.72638)  0.08
H (-4.42161, 5.50651, 0.75433)  0.11
C (-3.52194, -5.09516, -5.84949)  0.04
N (-3.81753, -3.94552, -4.95126)  -0.07
C (-4.93279, -4.00207, -4.16716)  0.06
C (-5.17847, -3.00219, -3.23059)  0.08
C (-4.23279, -2.02842, -2.97584)  -0.15
C (-3.17147, -1.90362, -3.85884)  0.07
C (-2.93487, -2.94603, -4.80250)  0.02
C (-4.51140, -1.05864, -1.91038)  -0.10
C (-4.99681, 0.24503, -2.20145)  0.08
C (-5.13151, 1.15158, -1.13799)  0.02
N (-4.77609, 0.78874, 0.10918)  -0.08
C (-4.40585, -0.42143, 0.46355)  0.01
C (-4.23145, -1.37750, -0.53420)  0.09
C (-4.73408, 1.85021, 1.13860)  0.06
H (-2.45245, -5.07789, -6.05920)  0.09
H (-4.14062, -4.79816, -6.69632)  0.12
H (-3.79225, -6.04762, -5.39359)  0.11
H (-5.69807, -4.72937, -4.39471)  0.17
H (-6.06833, -3.09798, -2.62612)  0.16
H (-2.42818, -1.13806, -3.69196)  0.09
H (-2.05892, -3.01307, -5.43068)  0.12
H (-5.16921, 0.51638, -3.23249)  0.13
H (-5.40124, 2.18119, -1.32114)  0.14
H (-4.15235, -0.53105, 1.50764)  0.13
H (-3.80725, -2.34499, -0.30969)  0.10
H (-3.68142, 2.08195, 1.30074)  0.10
H (-5.20990, 1.45384, 2.03559)  0.09
H (-5.36148, 2.64623, 0.73757)  0.11
N (-2.22015, 6.36353, 2.74498)  -0.30
S (-1.28261, 7.46106, 2.87645)  0.38
O (-0.29009, 7.36025, 3.93081)  -0.24
O (-1.71644, 8.75171, 2.39399)  -0.27
F (-0.37091, 6.99393, 1.58965)  -0.24
S (-3.33127, 6.89987, 3.96149)  0.59
O (-4.13057, 8.07676, 3.69625)  -0.22
O (-3.00785, 6.63949, 5.34775)  -0.25
F (-4.36620, 5.70480, 3.77940)  -0.21
N (4.48235, 1.09318, -2.46269)  -0.28
S (5.57185, 0.24405, -2.03980)  0.41
O (5.22345, -1.01246, -1.36343)  -0.35
O (6.87694, 0.83652, -1.72347)  -0.22
F (5.89936, -0.30166, -3.56384)  -0.24
S (4.50387, 2.02888, -1.03763)  0.64
O (5.43616, 3.16826, -1.04294)  -0.21
O (4.24387, 1.29862, 0.20371)  -0.30
F (3.11402, 2.85863, -1.23404)  -0.21
N (-3.32262, -1.86158, 3.47498)  -0.26
S (-2.80678, -3.24502, 3.24294)  0.44
O (-3.69872, -4.35488, 3.65897)  -0.23
O (-1.35952, -3.54168, 3.01714)  -0.33
F (-3.31148, -3.15755, 1.74062)  -0.25
S (-2.68227, -1.83362, 5.04581)  0.56
O (-1.24324, -1.51559, 5.13169)  -0.30
O (-3.25523, -2.60132, 6.10189)  -0.17
F (-3.33824, -0.41074, 5.31955)  -0.21
N (0.84062, 0.32914, 8.86044)  -0.21
S (1.06697, -0.89703, 7.97476)  0.44
O (1.75667, -0.78933, 6.71172)  -0.34
O (0.17085, -2.03464, 8.19211)  -0.27
F (2.31595, -1.48360, 8.85453)  -0.22
S (-0.37987, 0.98121, 7.84137)  0.57
O (-1.60015, 0.19574, 7.69240)  -0.30
O (-0.02749, 1.77712, 6.68346)  -0.33
F (-0.75773, 2.09191, 8.94527)  -0.20
N (-0.91737, -5.18740, -1.45952)  -0.30
S (-2.28399, -5.77634, -0.59179)  0.65
O (-2.36616, -7.23273, -0.25728)  -0.23
O (-3.53797, -5.06435, -0.74654)  -0.26
F (-1.86221, -5.26528, 0.89273)  -0.20
S (-0.92662, -6.16638, -2.53429)  0.39
O (-2.12299, -6.27212, -3.39437)  -0.30
O (-0.06482, -7.36951, -2.49243)  -0.29
F (0.00697, -5.36550, -3.52049)  -0.24
N (-1.38314, 3.02201, -3.76393)  -0.24
S (-2.67885, 2.35987, -4.54935)  0.62
O (-4.00945, 2.69928, -4.10275)  -0.24
O (-2.45459, 1.08697, -5.31621)  -0.31
F (-2.57185, 3.36936, -5.87803)  -0.21
S (-1.49626, 2.15344, -2.60240)  0.40
O (-1.30373, 0.69084, -2.78964)  -0.31
O (-2.39591, 2.70564, -1.59563)  -0.29
F (-0.02573, 2.51737, -2.05126)  -0.20

Output
Kohn-Sham gap: 3.437 eV
Charge: +7
HOMO: -0.648 Ha
LUMO: -0.522 hartree